Here is one molecule with the formula C19H21ClN2O2 in a non-equilibrium geometry from OMol25. Energies are from wB97M-V/def2-TZVPD.

```
45
Properties=species:S:1:pos:R:3:forces:R:3:mulliken_charge:R:1
H 2.49293 -0.85344 -0.79250 0.0 0.0 0.0 0.500
C 2.23108 0.94436 3.37316 0.5 -0.5 0.4 -0.721
H 3.10633 -2.20324 -2.84027 -0.8 0.2 0.7 0.310
O -1.95474 4.99369 -1.57670 0.4 -0.4 -0.2 -0.559
C 0.22731 -1.22189 0.91182 0.7 1.0 -1.3 -0.433
H -2.21210 -1.06093 -0.57967 -0.3 0.0 0.2 0.361
O -0.88575 2.92516 -1.86298 0.0 -0.2 -0.4 -0.495
C -0.17268 0.81800 -0.55103 0.0 -0.3 -1.4 -0.756
H -4.01783 0.44453 -0.10247 0.2 0.1 0.0 0.373
C 1.87728 -1.69683 -1.08167 -0.7 -0.5 0.3 0.228
H -3.06871 1.31587 1.13683 0.0 0.0 -0.4 0.359
H 2.54407 -2.47650 1.62316 0.0 0.1 0.0 0.439
C -2.10546 -0.41945 0.31676 0.9 -0.7 -0.6 -0.560
C 2.20740 -2.42628 -2.21920 0.9 -0.5 -1.0 -0.829
C 1.21205 0.52214 2.53251 0.4 -0.4 -0.5 -0.428
C 1.32800 -0.70523 1.84710 0.4 0.0 0.5 0.109
H 4.10322 0.47021 4.30825 -0.2 -0.3 -0.2 0.357
C -1.09022 2.05113 -0.74946 -1.8 0.1 0.6 -0.002
H -0.90688 -3.47233 -0.17453 0.5 0.1 -0.1 0.356
C 0.41630 -3.95671 -1.80940 -0.4 0.2 -0.3 -0.788
C 2.45403 -1.52049 2.12844 -1.3 0.2 -1.0 -0.309
C 0.00296 -3.17792 -0.71447 0.7 0.2 0.0 -0.356
C -3.00877 0.78895 0.15450 0.4 1.4 -0.4 -0.868
H -3.55190 3.42672 -0.49084 0.0 0.3 -0.2 0.307
H -0.99133 2.65970 0.16190 0.0 0.1 0.2 0.123
C 3.43019 -1.11942 2.99815 1.2 -0.5 0.8 -0.776
C 3.32383 0.09936 3.63444 -0.1 1.4 0.2 -0.392
C 0.76267 -2.06132 -0.28683 -0.6 -0.2 -0.6 0.052
H -2.33237 3.73075 -3.15081 0.5 -0.1 -0.3 0.282
N -0.66424 -0.11083 0.48169 -0.9 0.9 0.2 0.479
H 2.17505 1.93363 3.83712 0.0 -0.4 -0.1 0.375
H -2.47136 -0.95150 1.20154 0.2 -0.1 -0.1 0.379
H -0.01550 0.32389 -1.55276 -0.3 0.3 0.7 0.294
N -2.50181 1.67044 -0.93488 0.7 -1.3 0.2 0.007
H 0.78425 1.21909 -0.24429 0.4 -0.1 0.1 0.312
C -2.11242 3.68209 -2.09085 1.1 -0.5 0.9 0.361
H -0.12208 -4.85013 -2.10598 -0.1 0.1 0.2 0.382
Cl 2.01324 -4.57598 -3.91089 0.0 0.2 -0.1 -0.218
H 0.37796 1.19420 2.39273 -0.2 -0.2 -0.3 0.421
H -4.03745 2.70319 -2.02695 -0.2 -0.4 -0.1 0.366
H -0.36150 -1.90608 1.48688 -0.7 -0.3 0.4 0.824
H 4.30994 -1.77059 3.21459 -0.9 0.5 -0.3 0.323
C -3.19323 2.87542 -1.37443 0.1 0.2 1.5 -0.799
H -1.08772 5.31313 -1.90923 -0.8 -0.3 0.2 0.338
C 1.48598 -3.56858 -2.60846 0.0 0.7 1.6 0.271
```
Forces are in eV/Å.

Calculated values
Gap between HOMO and LUMO, eV: 9.26
E_tot, Eh: -1456.7644
Relative energy (zero: lowest compared OMol25 entry of this formula, charge and spin), kcal/mol: 59.92
Largest force on an atom, eV Å⁻¹: 1.92
Structure (SMILES): O[C@@H]1CN2CCN([C@H](c3ccccc3)c3ccc(Cl)cc3)C[C@H]2O1
LUMO energy, eV: 0.759


Here is a 3-piece molecular cluster, C3H5NO overall in a non-equilibrium geometry from OMol25. Energies are from wB97M-V/def2-TZVPD.

```
10
Properties=species:S:1:pos:R:3:forces:R:3:mulliken_charge:R:1
C 0.23778 -0.32620 -0.64600 0.6 0.0 -1.0 -0.319
O -2.09127 -0.35962 -1.06582 -0.6 0.0 -0.4 -0.470
N 0.95708 1.10159 1.22544 2.8 -5.4 6.8 -0.630
H 1.85142 0.11346 1.71221 -2.5 3.5 -2.5 0.277
C -0.99170 -0.56126 -1.49298 1.7 -1.1 -0.7 0.088
H 0.53832 0.53397 2.68812 0.6 2.1 -3.8 0.248
H -0.79210 -0.99947 -2.56183 -0.4 0.7 1.5 0.261
H -1.03281 0.64850 0.65570 1.3 0.0 -0.3 0.330
C 0.05284 0.43011 0.42274 -2.7 0.2 0.6 -0.082
H 1.27044 -0.58108 -0.93758 -0.7 -0.1 -0.2 0.298
```
Forces are in eV/Å.

Calculated values
Gap between HOMO and LUMO, eV: 8.82
E_tot, Eh: -247.0948
Relative energy (zero: lowest compared OMol25 entry of this formula, charge and spin), kcal/mol: 133.34
Largest force on an atom, eV Å⁻¹: 9.16
LUMO energy, eV: -0.904


Here is a 2-piece molecular cluster, H2N3O2 overall in a non-equilibrium geometry from OMol25. Energies are from wB97M-V/def2-TZVPD.

```
7
Properties=species:S:1:pos:R:3:forces:R:3:lowdin_spin:R:1
O -0.50548 2.41308 0.35751 -0.3 2.3 -0.8 0.008
N -0.33348 1.26418 0.01293 0.1 -1.7 2.4 0.040
O -0.19116 0.91549 -1.14729 0.0 1.0 -2.6 0.027
N 0.30904 -1.24432 0.20430 2.3 -5.2 -7.9 0.469
H -0.36608 -1.43017 -0.63539 2.0 1.0 1.4 0.064
N -0.22060 -0.81869 1.18615 -3.6 2.2 7.9 1.332
H 1.30776 -1.09957 0.02179 -0.6 0.4 -0.4 0.060
```
Forces are in eV/Å.

Calculated values
Net charge: -1
Gap between HOMO and LUMO (alpha / beta), eV: 5.93 / 6.84
E_tot, Eh: -315.7384
Relative energy (zero: lowest compared OMol25 entry of this formula, charge and spin), kcal/mol: 28.35
Largest force on an atom, eV Å⁻¹: 9.77
LUMO energy (alpha / beta), eV: 4.791 / 4.692
Multiplicity: 3


Here is a 2-piece molecular cluster, C13H19N overall in a non-equilibrium geometry from OMol25. Energies are from wB97M-V/def2-TZVPD.

```
33
Properties=species:S:1:pos:R:3:forces:R:3:mulliken_charge:R:1
C 0.55296 0.77643 2.47179 1.8 -0.8 -0.8 -0.223
C -0.48208 0.53408 1.42580 -1.3 0.2 1.2 0.563
H 3.70003 -0.23334 -1.76461 0.0 -0.2 -0.2 0.328
H 2.41800 -0.55133 -3.43703 -0.2 0.2 -0.9 0.163
H 0.35692 -0.70188 -2.60584 -0.1 0.1 0.6 0.320
H -3.68269 -3.54014 0.38229 -0.1 0.0 -0.2 0.362
H -0.64463 2.32275 0.16122 0.0 0.1 0.0 0.444
H 1.77434 1.84520 1.12216 0.6 0.0 0.1 0.117
C -2.19450 -0.52907 0.30148 0.0 0.6 0.5 0.154
H 2.51847 0.72184 -0.96971 -0.3 0.1 -0.1 -0.024
C 3.05002 0.62417 -1.91682 0.1 0.5 0.4 -0.736
H -0.78455 -2.00458 3.02966 0.6 0.0 -0.4 0.355
H 2.30462 1.14974 -3.94621 0.0 0.1 0.1 0.395
H 1.21591 -0.08853 2.33822 0.1 -0.2 0.3 0.282
C -3.03612 -2.71385 0.64368 0.7 -0.4 -0.7 -0.400
C 2.11299 0.45203 -3.13822 0.4 -1.2 1.1 -0.275
C 0.62663 0.33896 -2.76552 0.0 0.7 -1.1 -0.884
H 0.35700 1.00686 -1.95023 0.0 -0.3 0.3 0.079
H 0.90055 2.88165 2.19529 0.2 0.1 0.2 0.293
H -2.58552 1.12960 -0.92615 0.2 0.1 -0.1 0.185
C -2.04503 -2.93694 1.60363 0.2 0.8 0.6 -0.652
N -2.00919 0.73053 -0.20931 -0.2 -0.3 -0.6 0.052
H -1.80260 -3.91358 2.00675 -0.7 0.0 0.2 0.376
C -1.27764 -1.87228 2.06889 -0.3 -0.2 0.3 -0.441
H 2.30455 2.04386 2.86778 0.2 -0.1 -0.2 0.399
C 1.48225 1.95502 2.16549 -1.5 0.4 -0.1 -1.137
H 3.72551 1.47832 -1.94988 -0.1 0.2 -0.3 0.285
C -0.96859 1.33544 0.44344 0.3 0.6 0.2 -1.072
H 0.01665 0.67313 -3.61494 0.0 -0.1 0.0 0.361
C -3.08737 -1.52166 -0.06422 -0.3 -0.6 0.3 -0.895
C -1.31198 -0.64356 1.40000 0.1 -0.9 -0.5 0.460
H 0.27012 0.68374 3.52335 -0.6 0.4 -0.2 0.410
H -3.77504 -1.43262 -0.89223 -0.1 0.3 0.0 0.354
```
Forces are in eV/Å.

Calculated values
Gap between HOMO and LUMO, eV: 8.66
E_tot, Eh: -561.4874
Relative energy (zero: lowest compared OMol25 entry of this formula, charge and spin), kcal/mol: 22.20
Largest force on an atom, eV Å⁻¹: 2.17
Structure (SMILES): CCc1c[nH]c2ccccc12.CCC
LUMO energy, eV: 0.894


Here is one molecule with the formula C2H2N4O2 in a non-equilibrium geometry from OMol25. Energies are from wB97M-V/def2-TZVPD.

```
10
Properties=species:S:1:pos:R:3:forces:R:3:mulliken_charge:R:1
N 0.24899 -1.75597 0.90999 -0.8 1.6 0.1 -0.477
N 0.16475 0.38251 0.04591 -0.8 1.9 0.4 0.179
N -0.64005 2.14215 -1.16040 -0.3 -2.1 0.4 0.051
O -0.43003 1.66147 0.12831 0.5 0.8 2.2 -0.121
H 0.15937 -2.25490 1.79022 0.3 0.0 0.1 0.257
O 0.54326 -0.93487 -1.81324 -0.9 3.0 1.4 -0.515
C 0.09684 -0.50381 1.12923 1.0 -1.5 1.2 0.004
C 0.16050 0.10334 -1.25004 0.7 -4.6 -3.8 0.487
H 0.13894 -0.05442 2.15862 -0.5 0.0 -1.2 0.329
N -0.44256 1.21451 -1.93861 0.8 0.9 -0.7 -0.193
```
Forces are in eV/Å.

Calculated values
Gap between HOMO and LUMO, eV: 9.74
E_tot, Eh: -446.7783
Relative energy (zero: lowest compared OMol25 entry of this formula, charge and spin), kcal/mol: 121.97
Largest force on an atom, eV Å⁻¹: 5.99
Structure (SMILES): [H]/N=C/n1onnc1=O
LUMO energy, eV: -0.707


Here is C15H9BrF6LiN3OSb as an isolated structure from OMol25. Energies are from wB97M-V/def2-TZVPD.

```
37
Properties=species:S:1:pos:R:3:forces:R:3:lowdin_spin:R:1
C 2.45725 2.38573 0.10132 0.0 -0.1 0.1 -0.004
H 0.04652 -3.07804 0.85249 0.0 -0.1 0.0 0.000
N 0.68676 -1.18254 1.27877 0.0 -0.1 -0.2 0.000
C 0.46672 -2.17470 0.43183 0.0 0.0 0.0 0.005
C 1.45525 0.99401 1.80764 -0.2 -0.2 -0.1 0.009
C -0.20659 0.55619 -4.39021 -0.2 0.0 0.0 0.073
H -2.68559 1.92519 -1.76414 0.0 0.0 0.0 -0.002
F -1.34649 -1.69782 3.36329 -0.2 -0.1 0.1 0.000
H 0.50338 0.19911 -5.12173 0.0 0.0 0.0 0.002
N 1.66182 1.42258 -3.22614 -0.6 -0.3 0.0 0.432
C 2.17640 2.19177 1.39846 0.0 -0.1 -0.1 0.026
H 2.95642 3.28116 -0.24114 0.0 0.0 0.0 0.001
H -0.27795 2.35039 -1.49597 0.0 0.0 0.0 0.004
C -1.55985 0.31780 -4.53457 0.1 0.0 0.0 -0.013
Br -4.28602 0.48522 -3.76275 0.0 0.0 0.0 0.024
C 1.19050 -0.05605 0.77861 0.1 0.2 0.2 0.008
F -0.04174 -3.13029 5.11022 0.0 0.0 0.0 0.000
H 0.59311 -2.93657 -1.57140 0.0 0.0 0.0 0.000
H 1.51824 -0.82850 -2.48904 0.0 0.0 0.1 0.002
C -0.62830 1.77131 -2.33808 -0.2 0.0 0.0 0.071
H -1.93362 -0.23801 -5.38183 0.0 0.0 0.0 -0.002
N 2.15138 1.90755 -2.14674 0.1 0.4 0.0 0.167
C 0.26674 1.26078 -3.28078 0.6 0.1 -0.4 0.007
C 1.48070 0.15988 -0.56397 0.0 -0.2 0.0 0.009
H 2.43425 2.90709 2.16488 0.0 0.0 0.0 0.001
F -1.77270 -2.44886 7.06663 0.0 0.0 0.1 0.000
Li -0.00605 -0.50379 3.72649 0.4 0.0 -0.5 0.000
C 0.76483 -2.08550 -0.92841 0.0 0.0 0.0 -0.001
Sb -1.65447 -2.16574 5.22787 -0.2 -0.2 0.2 0.000
C 2.02404 1.46550 -0.94353 0.3 0.0 0.3 0.080
F -3.15402 -1.04390 5.22162 0.0 0.0 0.0 0.000
F -0.53433 -0.58855 5.45584 -0.1 0.0 0.1 0.000
C -1.98185 1.53864 -2.48718 0.0 0.0 0.0 -0.012
F -2.66063 -3.66292 4.74770 0.0 0.0 0.0 0.000
C -2.43889 0.80645 -3.57695 0.0 0.0 0.0 0.084
O 1.06222 0.80559 2.94968 0.2 0.6 0.2 0.024
C 1.27254 -0.91016 -1.43879 0.0 -0.1 0.0 0.008
```
Forces are in eV/Å.

Calculated values
Gap between HOMO and LUMO (alpha / beta), eV: 6.64 / 7.45
E_tot, Eh: -4237.6808
Largest force on an atom, eV Å⁻¹: 0.72
LUMO energy (alpha / beta), eV: -2.087 / -2.506
Multiplicity: 2


Here is a 2-piece molecular cluster, C3H7NO overall from OMol25. Energies are from wB97M-V/def2-TZVPD.

```
12
Properties=species:S:1:pos:R:3:forces:R:3:mulliken_charge:R:1
H 2.16266 0.42344 1.79428 0.1 0.0 0.1 0.223
C -1.05779 -1.45946 -5.28562 -0.5 0.0 -0.6 -0.039
H -0.80836 -0.84440 -6.17317 0.2 0.1 0.2 0.205
C -0.14642 1.31195 3.58504 -0.1 0.3 0.5 -0.218
H -0.48527 2.18182 4.14569 -0.2 -0.1 0.0 0.251
H -0.42702 0.32172 3.97090 0.1 0.0 -0.1 0.209
O -0.51202 -1.36181 -4.22864 0.1 0.0 0.1 -0.369
C 1.08256 0.34335 1.88083 -0.2 0.2 -0.3 -0.604
H 0.69160 0.34403 0.86180 0.0 0.1 0.0 0.211
H -1.88894 -2.16765 -5.47848 0.1 -0.1 0.2 0.203
N 0.58129 1.51150 2.58503 0.3 -0.3 -0.3 -0.373
H 0.80771 -0.60449 2.34234 0.0 -0.2 0.2 0.302
```
Forces are in eV/Å.

Calculated values
Gap between HOMO and LUMO, eV: 10.61
E_tot, Eh: -248.4306
Relative energy (zero: lowest compared OMol25 entry of this formula, charge and spin), kcal/mol: 60.18
Largest force on an atom, eV Å⁻¹: 0.77
Structure (SMILES): C=NC.C=O
LUMO energy, eV: 0.909